Entry 1:
DFT (ωB97M-V with the def2-TZVPD basis set) results for a structure of composition C63H61N6O6PS2SiTi in a non-equilibrium geometry.

As for the max |F|: 0.0488 hartree/bohr. Its HOMO energy (spin up / spin down) is -4.7542 / -4.7620 eV. The total energy is -149501.69346 eV.

```
! wB97M-V def2-TZVPD RIJCOSX def2/J DEFGRID3
* xyz 0 1
Ti -0.05 0.09 -0.12
N -2.51 -3.67 0.51
C -1.57 -2.67 0.94
N -1.03 -1.90 -0.17
C -1.00 -2.43 -1.38
N -0.49 -1.77 -2.43
N -0.18 -0.51 -2.06
C -0.03 0.37 -3.00
C -0.20 1.76 -2.60
C -0.33 2.80 -3.52
C -0.73 4.04 -3.05
C -0.97 4.21 -1.70
C -0.79 3.13 -0.84
N -0.40 1.94 -1.29
C -1.60 -3.74 -1.68
C -1.49 -4.35 -2.93
C -2.14 -5.54 -3.19
C -2.92 -6.12 -2.19
C -3.05 -5.52 -0.95
C -2.39 -4.32 -0.68
H -3.11 -4.06 1.21
H -2.13 -1.98 1.57
H -0.04 0.05 -4.04
H -0.16 2.62 -4.57
H -0.85 4.87 -3.74
H -1.30 5.16 -1.30
H -0.96 3.20 0.22
H -0.89 -3.86 -3.68
H -2.05 -6.01 -4.16
H -3.45 -7.05 -2.39
H -3.67 -5.97 -0.18
O -3.16 2.42 1.20
S -3.08 0.98 1.16
O -4.21 0.29 0.60
O -1.81 0.53 0.52
C -2.96 0.39 2.84
C -4.14 0.62 3.54
C -4.32 0.17 4.83
C -3.29 -0.55 5.43
C -2.12 -0.77 4.74
C -1.90 -0.29 3.44
P -0.18 -0.61 2.76
C 0.81 0.07 4.14
C 0.34 1.07 4.98
C 1.16 1.63 5.95
C 2.47 1.19 6.09
C 2.95 0.19 5.26
C 2.13 -0.37 4.29
C -0.07 -2.42 3.02
C 0.29 -3.02 4.20
C 0.29 -4.41 4.37
C -0.13 -5.24 3.30
C -0.47 -4.71 2.10
C -0.37 -3.25 1.80
H -4.95 1.15 3.04
H -5.25 0.35 5.35
H -3.41 -0.94 6.43
H -1.33 -1.32 5.24
H -0.67 1.44 4.88
H 0.77 2.41 6.60
H 3.11 1.62 6.85
H 3.97 -0.16 5.36
H 2.51 -1.15 3.65
H 0.58 -2.40 5.05
H 0.56 -4.84 5.32
H -0.17 -6.31 3.44
H -0.75 -5.37 1.28
H 0.49 -3.11 1.13
C 4.81 3.73 -0.84
C 3.34 3.34 -0.61
C 2.71 4.28 0.43
C 2.62 3.57 -1.94
Si 3.21 1.51 -0.13
O 1.72 0.88 -0.01
C 4.14 0.59 -1.50
C 5.49 0.24 -1.37
C 6.17 -0.41 -2.39
C 5.51 -0.73 -3.57
C 4.18 -0.39 -3.73
C 3.51 0.26 -2.70
C 4.19 1.13 1.44
C 5.02 2.00 2.15
C 5.89 1.53 3.13
C 5.97 0.17 3.41
C 5.13 -0.71 2.74
C 4.24 -0.22 1.78
H 4.86 4.80 -1.11
H 5.25 3.17 -1.67
H 5.45 3.59 0.03
H 2.82 5.32 0.11
H 3.16 4.19 1.42
H 1.63 4.08 0.52
H 2.73 4.62 -2.25
H 1.55 3.37 -1.86
H 3.03 2.95 -2.74
H 6.01 0.46 -0.45
H 7.21 -0.67 -2.27
H 6.04 -1.24 -4.37
H 3.65 -0.63 -4.65
H 2.46 0.50 -2.83
H 5.01 3.06 1.94
H 6.53 2.23 3.66
H 6.67 -0.20 4.14
H 5.16 -1.77 2.95
H 3.57 -0.92 1.29
C 1.17 5.14 3.80
N 0.23 4.23 3.19
C -1.17 4.61 3.15
C 0.63 3.03 2.72
O -0.09 2.18 2.21
H 0.92 5.31 4.85
H 1.16 6.10 3.27
H 2.17 4.72 3.74
H -1.61 4.58 4.15
H -1.72 3.93 2.50
H -1.26 5.63 2.76
H 1.71 2.86 2.85
O 1.79 -2.07 -0.10
S 2.97 -2.52 -0.91
C 2.53 -4.04 -1.73
C 3.24 -4.39 -2.87
C 2.95 -5.59 -3.50
C 1.96 -6.42 -2.98
C 1.25 -6.06 -1.85
C 1.53 -4.86 -1.21
C 4.07 -3.28 0.28
C 3.54 -3.85 1.42
C 4.40 -4.44 2.33
C 5.77 -4.45 2.10
C 6.29 -3.85 0.96
C 5.44 -3.25 0.04
H 3.99 -3.72 -3.27
H 3.49 -5.88 -4.39
H 1.73 -7.36 -3.48
H 0.46 -6.69 -1.47
H 0.99 -4.54 -0.34
H 2.48 -3.83 1.60
H 4.00 -4.90 3.23
H 6.44 -4.91 2.81
H 7.36 -3.84 0.78
H 5.83 -2.76 -0.84
*
```

---

Entry 2:
DFT (ωB97M-V with the def2-TZVPD basis set) results for a structure of composition C63H62As2Ge2IrN9O2P in a non-equilibrium geometry.

As for the max |F|: 0.0439 hartree/bohr. Its HOMO energy is -9.9869 eV. The total energy is -330675.30022 eV.

```
! wB97M-V def2-TZVPD RIJCOSX def2/J DEFGRID3
* xyz 1 1
Ir 0.02 -0.08 0.63
N -3.51 -2.28 1.09
C -3.38 -2.22 -0.28
N -4.40 -2.43 -1.08
N -3.88 -2.33 -2.33
N -2.63 -2.06 -2.28
N -2.27 -1.98 -0.96
C -2.55 -1.99 2.03
N -2.69 -2.32 3.30
N -1.58 -1.88 3.92
N -0.80 -1.31 3.08
N -1.38 -1.35 1.83
H -4.37 -2.67 1.44
O 1.67 -2.01 1.77
C 1.34 -0.80 1.95
C 1.88 0.04 3.04
C 2.85 -0.38 3.96
C 3.52 0.54 4.75
C 3.21 1.89 4.67
C 2.13 2.30 3.89
C 1.45 1.37 3.12
P -0.08 1.63 2.21
C -1.42 1.58 3.44
C -2.68 1.13 3.05
C -3.73 1.14 3.95
C -3.54 1.61 5.24
C -2.28 2.05 5.64
C -1.22 2.02 4.75
C -0.12 3.35 1.61
C 0.27 3.58 0.29
C 0.18 4.86 -0.26
C -0.28 5.91 0.52
C -0.65 5.69 1.84
C -0.58 4.41 2.38
H 3.06 -1.43 4.07
H 4.29 0.21 5.43
H 3.79 2.61 5.23
H 1.82 3.34 3.88
H -2.82 0.75 2.05
H -4.70 0.78 3.64
H -4.36 1.63 5.94
H -2.12 2.40 6.66
H -0.23 2.33 5.07
H 0.63 2.76 -0.30
H 0.47 5.02 -1.29
H -0.36 6.91 0.09
H -1.01 6.51 2.44
H -0.90 4.24 3.40
O -1.39 0.91 -0.84
As -2.39 1.79 -1.84
C -3.22 3.30 -0.99
C -3.71 4.36 -1.77
C -4.43 5.38 -1.16
C -4.66 5.35 0.21
C -4.17 4.31 0.98
C -3.45 3.29 0.37
C -3.85 0.79 -2.55
C -3.75 0.17 -3.79
C -4.82 -0.54 -4.30
C -5.99 -0.65 -3.56
C -6.09 -0.04 -2.31
C -5.03 0.68 -1.80
C -1.41 2.41 -3.37
C -2.10 2.91 -4.48
C -1.39 3.36 -5.59
C -0.01 3.29 -5.60
C 0.68 2.78 -4.50
C -0.03 2.35 -3.38
H -3.53 4.39 -2.83
H -4.81 6.20 -1.76
H -5.24 6.14 0.67
H -4.34 4.28 2.05
H -3.05 2.48 0.96
H -2.82 0.24 -4.35
H -4.74 -1.01 -5.27
H -6.82 -1.22 -3.95
H -7.01 -0.13 -1.74
H -5.10 1.15 -0.83
H -3.18 2.93 -4.49
H -1.93 3.76 -6.44
H 0.55 3.63 -6.46
H 1.76 2.73 -4.52
H 0.48 1.94 -2.52
C 2.64 -4.63 1.01
Ge 2.77 -3.38 2.48
C 1.95 -3.90 4.16
C 4.65 -2.86 2.63
Ge -0.38 -2.26 -0.51
C 0.40 -2.32 -2.32
C 0.14 -1.28 -3.22
C 0.68 -1.32 -4.51
C 1.49 -2.39 -4.89
C 1.76 -3.41 -4.00
C 1.23 -3.37 -2.71
C -0.78 -4.09 0.09
C -0.78 -4.49 1.43
C -1.32 -5.71 1.80
C -1.84 -6.56 0.83
C -1.80 -6.19 -0.51
C -1.29 -4.95 -0.88
H 3.03 -5.60 1.33
H 3.26 -4.28 0.18
H 1.61 -4.76 0.68
H 2.68 -3.86 4.97
H 1.58 -4.92 4.08
H 1.11 -3.24 4.40
H 5.15 -3.74 3.06
H 4.85 -2.01 3.27
H 5.08 -2.68 1.64
H -0.50 -0.46 -2.93
H 0.46 -0.52 -5.21
H 1.90 -2.42 -5.89
H 2.38 -4.24 -4.30
H 1.44 -4.17 -2.01
H -0.36 -3.84 2.19
H -1.36 -6.00 2.84
H -2.28 -7.51 1.11
H -2.18 -6.86 -1.28
H -1.31 -4.65 -1.92
C 2.80 0.79 -2.53
As 2.29 0.48 -0.68
C 3.28 1.95 0.11
C 3.50 -1.02 -0.25
C 4.93 -0.87 -0.71
C 5.34 -1.38 -1.94
C 6.67 -1.27 -2.34
C 7.60 -0.66 -1.51
C 7.20 -0.16 -0.28
C 5.87 -0.26 0.12
H 3.85 0.54 -2.61
H 2.66 1.84 -2.76
H 2.21 0.18 -3.21
H 4.33 1.87 -0.19
H 3.21 1.92 1.20
H 2.89 2.91 -0.23
H 3.04 -1.91 -0.69
H 3.48 -1.10 0.83
H 4.62 -1.88 -2.58
H 6.98 -1.68 -3.29
H 8.63 -0.58 -1.82
H 7.92 0.31 0.38
H 5.57 0.11 1.09
*
```

---

- The lowest max |F| belongs to which entry?
  C63H62As2Ge2IrN9O2P